1.
ORCA calculation (the ωB97M-V functional and the def2-TZVPD basis) on a structure of composition C2H2N2O2S in a non-equilibrium geometry.

The strongest force on any atom comes out at 0.065 hartree/bohr. As for the frontier orbital gap (spin up / spin down): 0.288 / 0.288 Ha. For the HOMO energy (spin up / spin down), the calculation gives -9.16 / -9.16 eV. The LUMO energy (spin up / spin down) is -1.324 / -1.322 eV. The energy above the lowest of the compared OMol25 structures with the same formula, charge and spin comes out at 568.21 kJ/mol. As for the charge: 0. The multiplicity is 1.

Last column: natural (NBO) charge in e.
Geometry (Å):
S  -0.107  -1.494  -0.753  0.9144
O  -0.612  -0.973  1.436  -0.3020
O  0.686  0.248  -0.445  -0.7287
N  -0.258  0.187  1.673  0.1467
N  0.990  1.918  1.196  -0.6020
C  0.486  0.875  0.658  0.5505
C  -1.214  -1.602  -1.752  -0.5733
H  1.751  2.308  0.641  0.3512
H  -1.722  -1.467  -2.655  0.2432

---

2.
ORCA calculation (the ωB97M-V functional and the def2-TZVPD basis) on a cluster of 2 separate species, C2H2N2O2S in total in a non-equilibrium geometry.

The strongest force on any atom comes out at 0.087 hartree/bohr. As for the frontier orbital gap (spin up / spin down): 0.298 / 0.298 Ha. For the HOMO energy (spin up / spin down), the calculation gives -10.70 / -10.70 eV. The LUMO energy (spin up / spin down) is -2.602 / -2.602 eV. The energy above the lowest of the compared OMol25 structures with the same formula, charge and spin comes out at 643.06 kJ/mol. As for the charge: 0. The multiplicity is 1.

Last column: natural (NBO) charge in e.
Geometry (Å):
S  -1.436  1.489  0.057  0.2646
O  -0.740  -1.328  1.151  -0.3337
O  0.210  -1.908  -0.660  -0.3304
N  2.659  0.984  0.284  -0.4500
N  -0.370  -1.079  0.034  0.4835
C  -0.497  0.285  -0.610  -0.1597
C  1.695  0.431  -0.006  0.0625
H  -1.454  0.779  1.284  0.2023
H  -0.067  0.347  -1.534  0.2607

---

3.
ORCA calculation (the ωB97M-V functional and the def2-TZVPD basis) on the ion C2H2N2O3 with charge -2 in a non-equilibrium geometry.

The strongest force on any atom comes out at 0.052 hartree/bohr. As for the frontier orbital gap: 0.248 Ha. Its SMILES is O=C([O-])C/N=N/[O-]. For the HOMO energy, the calculation gives 0.52 eV. The LUMO energy is 7.261 eV. The energy above the lowest of the compared OMol25 structures with the same formula, charge and spin comes out at 34.66 kJ/mol. As for the charge: -2. The multiplicity is 1.

Last column: natural (NBO) charge in e.
Geometry (Å):
O  3.179  -0.223  0.131  -0.7269
O  -1.430  -1.801  0.049  -0.7995
O  -2.652  0.010  -0.018  -0.8301
N  2.016  0.149  -0.377  0.0215
N  1.067  -0.012  0.468  -0.3714
C  -0.195  0.386  -0.038  -0.3789
C  -1.548  -0.561  0.053  0.7660
H  -0.415  1.172  0.693  0.1576
H  -0.021  0.880  -0.962  0.1618

---

4.
ORCA calculation (the ωB97M-V functional and the def2-TZVPD basis) on the molecule C2H2N2O3 in a non-equilibrium geometry.

The strongest force on any atom comes out at 0.139 hartree/bohr. As for the frontier orbital gap: 0.381 Ha. Its SMILES is O=C1NOC=NO1. For the HOMO energy, the calculation gives -9.87 eV. The LUMO energy is 0.484 eV. The energy above the lowest of the compared OMol25 structures with the same formula, charge and spin comes out at 440.63 kJ/mol. As for the charge: 0. The multiplicity is 1.

Last column: natural (NBO) charge in e.
Geometry (Å):
O  -0.428  0.414  -1.312  -0.3087
O  0.720  -1.461  -1.838  -0.5802
O  -0.083  -0.011  1.271  -0.3459
N  -0.859  1.251  -0.422  -0.2074
N  0.550  -0.947  0.333  -0.3633
C  -0.741  1.001  0.850  0.3291
C  0.366  -0.574  -1.015  0.8335
H  -0.951  1.725  1.623  0.2176
H  1.427  -1.399  0.510  0.4253